1:
# C4H7F2N

A cluster of 2 separate species, C4H7F2N in total (wB97M-V/def2-TZVPD, the Open Molecules 2025 dataset).

Total charge: 0
LUMO (eV): 0.98
SMILES: [H]/N=C(/C)F.C=CF
Gap between HOMO and LUMO (eV): 10.68

Last column: Löwdin charge in e.
Element x y z (Å)
1 H 1.79634 0.20134 1.06507  0.0342
2 N 1.57426 -0.64678 0.63978  0.1734
3 C 1.19243 -0.60940 -0.53672  -0.4659
4 C 0.70304 -1.80832 -1.38519  -0.0080
5 F 1.41337 0.54010 -1.28784  -0.0088
6 H -0.16277 -2.24248 -0.77058  0.1087
7 H 0.57046 -1.37273 -2.36836  0.0627
8 H 1.62145 -2.47291 -1.35163  0.0983
9 C -0.92192 2.07839 -1.27318  0.0188
10 C -0.26875 2.34172 -0.10715  -0.2187
11 F -0.23623 1.45992 0.91747  -0.0137
12 H -1.58796 1.28571 -1.29152  0.0276
13 H -0.66934 2.54195 -2.25816  0.0806
14 H 0.55646 3.07119 -0.08584  0.1109

2:
# C4H7F2N

An isolated molecule of C4H7F2N (wB97M-V/def2-TZVPD, the Open Molecules 2025 dataset).

Total charge: 0
LUMO (eV): 0.96
SMILES: CC(C)=NC(F)F
Gap between HOMO and LUMO (eV): 10.89

Last column: Löwdin charge in e.
Element x y z (Å)
1 C -1.47663 -0.16348 -0.19664  -0.0416
2 C -0.05705 0.24895 0.10250  -0.4176
3 C 0.94444 -0.76781 0.06864  -0.0451
4 N 0.03993 1.53177 0.33555  0.1472
5 C 1.44770 2.24784 0.56666  -0.4075
6 F 1.94443 2.59334 -0.59534  0.0988
7 F 2.42468 1.51998 1.17666  0.0300
8 H -1.76599 -0.85187 0.55755  0.0722
9 H -1.69278 -0.66848 -1.08223  0.0626
10 H -2.17226 0.61909 -0.06973  0.0657
11 H 0.75904 -1.59429 -0.69043  0.1189
12 H 0.89332 -1.12546 1.15630  0.1386
13 H 1.92135 -0.54690 -0.07762  0.0322
14 H 1.22943 3.05816 1.29999  0.1456

From most stable to least stable, the computed energies give 2, 1.

1:
# C17H21ClN2O2S

An isolated molecule of C17H21ClN2O2S (wB97M-V/def2-TZVPD, the Open Molecules 2025 dataset).

Total charge: 0
LUMO (eV): -0.24
SMILES: CC1=C(C(=S)Nc2ccc(Cl)c(/C=N/OC(C)(C)C)c2)CCO1
Gap between HOMO and LUMO (eV): 7.89

Last column: Löwdin charge in e.
Element x y z (Å)
1 C -5.19467 0.55987 -3.11751  -0.0007
2 C -3.96241 -0.12447 -3.65997  -0.2573
3 C -2.67287 0.23266 -3.39762  -0.2573
4 C -2.19116 1.32660 -2.59948  -0.7646
5 S -2.37541 2.87877 -3.07982  0.7261
6 N -1.29818 1.15477 -1.55096  0.0263
7 C -1.35034 0.19879 -0.54719  -0.2328
8 C -2.43927 -0.64335 -0.37050  0.0063
9 C -2.41999 -1.53628 0.71011  -0.0768
10 C -1.29587 -1.60366 1.56783  -0.5522
11 Cl -1.44867 -2.73406 2.93916  0.6464
12 C -0.21880 -0.74325 1.34272  -0.2270
13 C 0.95230 -0.81552 2.22127  -0.0673
14 N 2.03754 -0.09062 2.01988  0.1178
15 O 3.08319 -0.46607 2.96533  -0.1150
16 C 4.09764 0.51838 3.18512  -0.6287
17 C 4.72013 1.01593 1.85903  -0.0384
18 C 3.61202 1.69808 4.02927  -0.0371
19 C 5.18919 -0.13146 4.02663  -0.0431
20 C -0.20619 0.12702 0.26288  0.0436
21 C -1.73940 -0.74538 -4.06558  -0.0946
22 C -2.71598 -1.74078 -4.66649  -0.1422
23 O -4.05900 -1.26600 -4.43204  -0.0233
24 H -5.79721 -0.06087 -2.42692  0.0947
25 H -4.93839 1.50655 -2.61430  0.0682
26 H -5.81431 0.84535 -3.95068  0.0799
27 H -0.82956 2.03105 -1.35732  0.1054
28 H -3.33464 -0.54421 -0.94269  0.1034
29 H -3.23583 -2.21756 0.86880  0.0977
30 H 0.99137 -1.58275 2.97070  0.0932
31 H 5.03304 0.15044 1.26281  0.0873
32 H 5.61063 1.59508 2.04643  0.0770
33 H 4.00141 1.56288 1.26463  0.0681
34 H 3.28576 1.36645 5.00964  0.0851
35 H 2.80366 2.15140 3.53064  0.0586
36 H 4.41784 2.43355 4.13220  0.0934
37 H 5.60290 -0.98834 3.45856  0.0949
38 H 6.03054 0.54084 4.18566  0.0895
39 H 4.79186 -0.49245 4.95373  0.0764
40 H 0.65878 0.74263 0.03961  0.1260
41 H -1.16703 -0.22955 -4.84345  0.1243
42 H -1.07854 -1.25624 -3.35322  0.1214
43 H -2.56971 -1.91543 -5.72508  0.1197
44 H -2.56638 -2.70878 -4.15183  0.1277

2:
# C17H21ClN2O2S

An isolated molecule of C17H21ClN2O2S (wB97M-V/def2-TZVPD, the Open Molecules 2025 dataset).

Total charge: 0
LUMO (eV): 0.52
SMILES: O=C1CC[C@@H](C(=O)N2CCSCC2)CN1Cc1ccc(Cl)cc1
Gap between HOMO and LUMO (eV): 9.36

Last column: Löwdin charge in e.
Element x y z (Å)
1 O -2.83329 -0.63169 3.01161  0.0568
2 C -1.98070 -1.09181 2.27820  -0.4686
3 C -0.57355 -1.43206 2.72268  -0.0735
4 C 0.46631 -0.71826 1.84703  -0.1150
5 C 0.07929 -0.75671 0.35309  -0.1896
6 C 1.26911 -1.18014 -0.50055  -0.4218
7 O 1.38795 -2.32857 -0.88567  0.0679
8 N 2.18539 -0.23221 -0.81600  -0.0605
9 C 3.35258 -0.62965 -1.58322  -0.2031
10 C 4.60535 -0.64343 -0.72014  -0.4455
11 S 4.98309 1.03112 -0.11099  0.8461
12 C 3.36374 1.32530 0.66803  -0.4532
13 C 2.23865 1.13224 -0.34554  -0.2080
14 C -1.06796 -1.75637 0.15081  -0.1004
15 N -2.19043 -1.36948 0.96962  -0.0441
16 C -3.40567 -0.91868 0.31486  -0.0891
17 C -3.12677 0.34369 -0.45863  -0.2109
18 C -2.83059 1.51344 0.23465  -0.0265
19 C -2.47026 2.66421 -0.44027  -0.0990
20 C -2.40552 2.64594 -1.82563  -0.6783
21 Cl -1.93771 4.07762 -2.67783  0.6680
22 C -2.70944 1.49575 -2.53434  -0.0999
23 C -3.06554 0.34893 -1.84529  -0.0374
24 H -0.45530 -1.14128 3.76635  0.1245
25 H -0.44087 -2.51317 2.65084  0.1282
26 H 0.56068 0.31722 2.17901  0.1182
27 H 1.43304 -1.20534 1.99475  0.1215
28 H -0.29117 0.22002 0.02850  0.1290
29 H 3.15980 -1.63246 -1.97169  0.1205
30 H 3.48385 0.06759 -2.41702  0.1255
31 H 5.47100 -0.96083 -1.29726  0.0744
32 H 4.47884 -1.30134 0.14047  0.0838
33 H 3.38222 2.34975 1.03380  0.0749
34 H 3.25843 0.63814 1.50833  0.0721
35 H 1.29178 1.42388 0.10642  0.1097
36 H 2.42316 1.78542 -1.20713  0.1267
37 H -1.37235 -1.76274 -0.89604  0.1343
38 H -0.72288 -2.76341 0.40502  0.1354
39 H -4.13278 -0.73194 1.10946  0.1305
40 H -3.77580 -1.71008 -0.34212  0.1304
41 H -2.88137 1.51375 1.31340  0.1198
42 H -2.24085 3.56987 0.09913  0.1055
43 H -2.66235 1.49632 -3.61187  0.1051
44 H -3.30110 -0.54854 -2.39881  0.1154

From most stable to least stable, the computed energies give 2, 1.

1:
# C2H5NO4

A cluster of 2 separate species, C2H5NO4 in total (wB97M-V/def2-TZVPD, the Open Molecules 2025 dataset).

Total charge: 0
LUMO (eV): 0.50
SMILES: O=CNC(=O)O.O
Gap between HOMO and LUMO (eV): 11.27

Last column: Löwdin charge in e.
Element x y z (Å)
1 O -2.92614 0.09212 -1.66799  0.0501
2 C -2.04836 0.75541 -1.21495  -0.2587
3 N -1.64108 0.41191 0.11158  0.1081
4 C -2.14314 -0.63207 0.92682  -0.6402
5 O -1.54372 -0.90448 1.94221  0.0958
6 O -2.93746 -1.50122 0.34723  0.0898
7 H -1.50408 1.41014 -1.80976  0.1128
8 H -0.94570 0.99231 0.79639  0.2218
9 H -3.72701 -0.85029 -0.08594  0.2206
10 O 6.20846 0.19246 0.44916  -0.1065
11 H 7.20162 0.39204 0.52987  0.0761
12 H 6.00662 -0.35831 -0.32462  0.0304

2:
# C2H5NO4

A cluster of 2 separate species, C2H5NO4 in total (wB97M-V/def2-TZVPD, the Open Molecules 2025 dataset).

Total charge: 0
LUMO (eV): 0.22
SMILES: NC(=O)O.O=CO
Gap between HOMO and LUMO (eV): 10.87

Last column: Löwdin charge in e.
Element x y z (Å)
1 N 1.61159 1.25600 -0.47138  0.1499
2 C 0.92363 2.09885 0.38996  -0.6531
3 O 1.11074 3.27352 0.49088  0.1078
4 O -0.04505 1.46722 1.10446  0.1007
5 H 1.83573 0.33300 -0.13716  0.0973
6 H 2.41587 1.71971 -0.86903  0.1059
7 H -0.17326 0.60116 0.69850  0.0720
8 O -0.16438 -2.37821 0.47538  0.0886
9 C -1.15173 -2.04076 -0.09548  -0.4065
10 O -2.10523 -2.89986 -0.47365  0.0949
11 H -1.34483 -0.99815 -0.39588  0.1307
12 H -2.91307 -2.43248 -0.71659  0.1119

From most stable to least stable, the computed energies give 2, 1.

1:
# C5H8N

A cluster of 2 separate species, C5H8N in total (wB97M-V/def2-TZVPD, the Open Molecules 2025 dataset).

Total charge: +1
LUMO (alpha / beta) (eV): -6.05 / -6.47
Gap between HOMO and LUMO (alpha / beta) (eV): 7.25 / 6.51

Last column: Löwdin charge in e.
Element x y z (Å)
1 C -0.53723 1.62100 3.25321  0.0504
2 C 0.99897 -1.12919 -1.69867  -0.1279
3 C -0.39641 -0.75763 -1.74407  -0.1039
4 C -0.68237 0.56415 1.07649  0.1402
5 C 0.65703 0.18673 -1.28339  0.1364
6 N -0.66767 1.00663 2.21454  -0.0612
7 H -0.64775 1.12567 4.25758  0.1306
8 H -0.46819 2.76974 3.11065  0.1518
9 H 1.34270 -1.78539 -0.93959  0.1291
10 H 1.53672 -1.43263 -2.63881  0.1697
11 H -0.83069 -0.47282 -2.63614  0.1075
12 H -1.12321 -1.06280 -1.06310  0.0929
13 H -1.50588 0.45401 0.52251  0.0295
14 H 1.23834 1.15409 -1.22346  0.1551

2:
# C5H8N

The ion C5H8N with charge +1 (wB97M-V/def2-TZVPD, the Open Molecules 2025 dataset).

Total charge: +1
LUMO (eV): -5.26
SMILES: C=C/C=C/C=[NH2+]
Gap between HOMO and LUMO (eV): 8.46

Last column: Löwdin charge in e.
Element x y z (Å)
1 C 1.97419 -1.13603 0.26222  0.0877
2 C 1.95848 -0.15209 -0.63519  -0.1412
3 C 0.71449 0.34941 -0.79032  -0.0983
4 C -0.19040 0.22898 0.16224  -0.0693
5 C -1.55648 0.69585 -0.07774  -0.0393
6 N -2.55578 0.61328 0.72377  0.2279
7 H 2.92645 -1.62504 0.31718  0.0741
8 H 1.14473 -1.67515 0.88314  0.1350
9 H 2.88050 0.09136 -1.26456  0.1635
10 H 0.55715 0.84085 -1.74769  0.1494
11 H -0.24084 -0.21997 1.12902  0.1101
12 H -1.78300 0.96524 -1.09970  0.1481
13 H -3.50026 0.71739 0.51701  0.1309
14 H -2.32923 0.30594 1.62061  0.1215

3:
# C5H8N

The ion C5H8N with charge +1 (wB97M-V/def2-TZVPD, the Open Molecules 2025 dataset).

Total charge: +1
LUMO (eV): -6.19
Gap between HOMO and LUMO (eV): 8.35

Last column: Löwdin charge in e.
Element x y z (Å)
1 C 0.42344 -0.42576 0.06676  -0.2766
2 C 2.75954 -0.57892 -0.07033  0.0666
3 C -0.78932 -0.84598 0.05494  0.1800
4 C 0.28796 1.12298 0.11707  0.0501
5 C -2.17084 -1.03836 -0.00591  0.0112
6 N 1.61852 -1.07101 0.11160  0.0564
7 H 2.98690 0.45433 -0.34556  0.0985
8 H 3.60321 -1.24799 0.04192  0.1011
9 H -0.09384 1.50568 -0.82552  0.1068
10 H 1.30102 1.49848 0.27896  0.0910
11 H -0.33878 1.46642 0.93691  0.1055
12 H -2.66774 -0.85165 0.94968  0.1251
13 H -2.30429 -2.10789 -0.23340  0.1538
14 H -2.64582 -0.49210 -0.82465  0.1304

4:
# C5H8N

The ion C5H8N with charge +1 (wB97M-V/def2-TZVPD, the Open Molecules 2025 dataset).

Total charge: +1
LUMO (eV): -3.84
SMILES: [NH3+][C@@H]1CC12C=C2
Gap between HOMO and LUMO (eV): 9.43

Last column: Löwdin charge in e.
Element x y z (Å)
1 N -1.70337 -0.64960 0.05134  0.2101
2 C -0.67445 0.40408 0.30051  -0.2242
3 C 0.05563 1.01196 -0.89055  -0.0495
4 C 0.81331 0.18590 0.13647  -0.3076
5 C 1.67318 -1.02944 0.11099  0.0706
6 C 2.20472 -0.02863 0.75925  0.1406
7 H -2.57566 -0.14043 0.23639  0.1675
8 H -1.80092 -1.33696 0.93492  0.2434
9 H -1.63508 -1.09044 -0.84731  0.1604
10 H -1.04053 1.08535 1.10731  0.1636
11 H 0.28173 2.14489 -0.93571  0.1389
12 H -0.06659 0.75359 -1.98188  0.1249
13 H 1.67775 -1.96807 -0.24249  0.0697
14 H 2.79028 0.65779 1.26076  0.0915

From most stable to least stable, the computed energies give 2, 3, 4, 1.